Entry 1:
C35H28F3N3O3PdSSb as an isolated structure. Source: the Open Molecules 2025 dataset; level of theory: ωB97M-V/def2-TZVPD.

Strongest force on any atom: 0.34 eV/Å
Total charge: +1

Element x y z (Å)
Pd: -0.613 0.381 -0.341
O: -4.703 0.408 1.384
S: -3.423 0.407 0.756
O: -3.184 -0.450 -0.383
N: -2.246 -0.024 1.918
C: -2.493 -0.981 2.649
C: -2.800 -1.904 3.520
C: -2.508 -3.337 3.542
C: -1.433 -3.956 3.062
C: -0.306 -3.301 2.369
C: 0.934 -3.133 2.971
C: 1.987 -2.559 2.268
C: 1.778 -2.167 0.965
N: 0.592 -2.318 0.358
C: -0.368 -2.869 1.047
C: -2.874 2.022 0.357
C: -2.665 2.945 1.375
C: -2.168 4.193 1.047
C: -1.894 4.509 -0.281
C: -2.126 3.587 -1.289
C: -2.614 2.324 -0.975
H: -3.371 -1.504 4.355
H: -3.234 -3.931 4.084
H: -1.336 -5.023 3.232
H: 1.068 -3.459 3.994
H: 2.959 -2.425 2.720
H: 2.560 -1.715 0.368
H: -2.880 2.687 2.404
H: -1.991 4.922 1.827
H: -1.499 5.486 -0.529
H: -1.912 3.838 -2.319
H: -2.804 1.593 -1.749
C: -3.291 -3.162 -1.207
C: -1.904 -2.800 -0.827
N: -1.061 -2.286 -1.660
O: -1.609 -3.075 0.416
H: -3.518 -2.836 -2.219
H: -3.982 -2.692 -0.511
H: -3.396 -4.245 -1.133
H: -1.384 -2.028 -2.579
H: -0.120 -2.026 -1.332
F: 0.339 5.617 -5.642
C: 0.607 4.769 -4.638
C: 0.285 3.433 -4.790
C: 0.554 2.570 -3.738
C: 1.155 3.024 -2.566
C: 1.461 4.377 -2.450
C: 1.189 5.261 -3.485
Sb: 1.392 1.657 -0.955
C: 3.240 0.743 -1.503
C: 3.509 0.404 -2.826
C: 4.669 -0.276 -3.168
C: 5.556 -0.612 -2.163
F: 6.680 -1.271 -2.483
C: 5.329 -0.285 -0.840
C: 4.162 0.396 -0.519
C: 2.128 2.934 0.561
C: 3.360 3.582 0.463
C: 3.803 4.417 1.477
C: 2.996 4.589 2.587
F: 3.420 5.394 3.573
C: 1.774 3.960 2.722
C: 1.348 3.126 1.697
H: -0.173 3.093 -5.709
H: 0.272 1.527 -3.841
H: 1.910 4.762 -1.543
H: 1.421 6.315 -3.411
H: 2.822 0.684 -3.617
H: 4.897 -0.537 -4.193
H: 6.062 -0.550 -0.090
H: 3.988 0.671 0.516
H: 3.989 3.433 -0.408
H: 4.754 4.929 1.421
H: 1.185 4.121 3.614
H: 0.394 2.617 1.786

Forces on atoms 1 to 2 (eV/Å):
-0.26 -0.04 0.10
-0.01 -0.03 -0.04


Entry 2:
C35H29AlFN6O3S as an isolated structure. Source: the Open Molecules 2025 dataset; level of theory: ωB97M-V/def2-TZVPD.

Strongest force on any atom: 0.65 eV/Å
Total charge: +1

Element x y z (Å)
Al: -0.916 -1.334 -0.057
S: 6.168 -3.006 2.156
N: 5.638 -2.262 0.832
C: 4.329 -2.145 0.952
C: 3.434 -1.593 -0.035
C: 3.850 -1.114 -1.278
C: 2.896 -0.695 -2.179
C: 1.554 -0.790 -1.829
N: 1.146 -1.208 -0.638
C: 2.065 -1.583 0.269
C: 1.571 -1.990 1.577
N: 0.278 -1.739 1.842
C: -0.193 -2.149 3.013
C: 0.548 -2.881 3.933
C: 1.880 -3.117 3.681
C: 2.423 -2.621 2.495
C: 3.827 -2.694 2.170
N: 4.772 -3.211 2.930
H: 4.907 -1.099 -1.510
H: 3.173 -0.327 -3.156
H: 0.775 -0.543 -2.539
H: -1.209 -1.879 3.252
H: 0.073 -3.232 4.838
H: 2.510 -3.658 4.374
C: -1.317 5.990 -1.618
C: -0.540 5.038 -2.527
C: 0.854 5.554 -2.864
C: 1.703 5.688 -1.601
C: 1.545 4.510 -0.672
C: 2.461 4.301 0.336
C: 2.347 3.195 1.177
F: 3.267 3.021 2.134
C: 1.348 2.276 1.031
C: 0.420 2.449 -0.004
C: -0.539 1.408 -0.295
O: -0.701 0.439 0.516
C: -1.210 1.510 -1.534
C: -1.173 2.691 -2.232
N: -0.414 3.726 -1.870
C: 0.501 3.578 -0.840
C: -1.842 0.291 -2.170
O: -2.666 0.411 -3.048
O: -1.344 -0.827 -1.728
H: -1.354 6.982 -2.068
H: -0.841 6.069 -0.640
H: -2.339 5.640 -1.475
H: -1.106 4.882 -3.445
H: 0.762 6.520 -3.359
H: 1.330 4.867 -3.567
H: 1.443 6.603 -1.063
H: 2.754 5.776 -1.876
H: 3.291 4.983 0.468
H: 1.283 1.406 1.671
H: -1.791 2.795 -3.116
C: -3.801 -0.033 0.732
N: -3.179 -1.296 0.318
C: -3.904 -1.841 -0.846
C: -3.259 -2.280 1.406
C: -2.425 -3.488 1.041
C: -2.806 -4.757 1.451
C: -2.056 -5.862 1.068
C: -0.939 -5.682 0.268
C: -0.556 -4.402 -0.122
C: -1.284 -3.275 0.252
H: -4.820 -0.198 1.100
H: -3.849 0.651 -0.115
H: -3.210 0.433 1.521
H: -4.912 -2.157 -0.553
H: -3.371 -2.697 -1.252
H: -3.989 -1.092 -1.627
H: -4.298 -2.568 1.606
H: -2.884 -1.791 2.310
H: -3.701 -4.882 2.051
H: -2.354 -6.855 1.379
H: -0.371 -6.539 -0.072
H: 0.338 -4.290 -0.730

Forces on atoms 1 to 2 (eV/Å):
-0.12 -0.17 0.00
0.07 -0.02 0.03


Entry 3:
C35H29BaBrN5O10P as an isolated structure. Source: the Open Molecules 2025 dataset; level of theory: ωB97M-V/def2-TZVPD.

Strongest force on any atom: 1.45 eV/Å
Total charge: 0

Element x y z (Å)
Ba: 0.491 -0.122 -0.392
O: 0.741 1.633 3.712
C: 0.410 1.518 2.431
O: 1.228 1.421 1.547
C: -1.067 1.473 2.214
C: -2.000 1.891 3.153
C: -3.341 1.728 2.844
C: -3.709 1.137 1.645
C: -2.705 0.760 0.761
N: -1.432 0.982 1.041
C: -2.947 0.170 -0.603
O: -4.190 -0.226 -0.881
O: -2.094 0.155 -1.451
H: 1.701 1.474 3.773
H: -1.688 2.314 4.096
H: -4.101 2.050 3.543
H: -4.755 0.997 1.409
H: -4.610 -0.604 -0.096
Br: 2.634 -1.010 -9.222
C: 2.663 0.701 -8.397
C: 3.796 1.488 -8.492
C: 3.811 2.732 -7.879
C: 2.717 3.163 -7.141
C: 1.569 2.372 -7.085
C: 1.539 1.142 -7.716
N: 2.737 4.467 -6.586
N: 2.572 4.664 -5.369
C: 2.560 3.591 -4.457
C: 3.515 2.595 -4.452
C: 3.480 1.560 -3.530
C: 2.456 1.422 -2.582
O: 2.380 0.404 -1.805
C: 1.475 2.493 -2.542
N: 0.468 2.410 -1.632
C: -0.412 3.380 -1.573
C: -0.390 4.510 -2.404
C: 0.590 4.601 -3.352
C: 1.560 3.581 -3.453
H: 4.656 1.137 -9.045
H: 4.681 3.372 -7.956
H: 0.702 2.718 -6.538
H: 0.653 0.523 -7.670
H: 4.313 2.619 -5.184
H: 4.244 0.793 -3.545
H: -1.202 3.265 -0.836
H: -1.143 5.278 -2.294
H: 0.645 5.443 -4.029
O: -2.685 -2.392 0.481
C: -1.459 -2.422 0.284
O: -0.549 -1.936 1.009
C: -1.009 -3.082 -1.012
C: -1.531 -4.360 -1.331
C: -1.130 -4.969 -2.479
C: -0.221 -4.308 -3.339
C: 0.238 -4.855 -4.559
C: 1.104 -4.154 -5.349
C: 1.559 -2.879 -4.952
C: 1.135 -2.324 -3.777
C: 0.229 -3.028 -2.949
N: -0.180 -2.434 -1.792
H: -2.246 -4.813 -0.658
H: -1.499 -5.951 -2.751
H: -0.114 -5.836 -4.856
H: 1.448 -4.573 -6.286
H: 2.250 -2.339 -5.587
H: 1.493 -1.355 -3.444
C: 2.651 -3.468 4.322
O: 2.982 -2.926 3.045
P: 2.213 -1.549 2.596
O: 3.242 -0.369 3.042
C: 4.588 -0.311 2.546
O: 2.611 -1.627 1.016
C: 2.516 -2.864 0.293
H: 3.228 -4.382 4.438
H: 1.586 -3.701 4.382
H: 2.914 -2.778 5.127
H: 5.146 0.339 3.216
H: 4.595 0.096 1.537
H: 5.039 -1.304 2.543
H: 2.657 -2.619 -0.759
H: 1.532 -3.313 0.438
H: 3.292 -3.557 0.610

Forces on atoms 1 to 2 (eV/Å):
0.81 -0.38 -1.14
0.04 -0.04 0.03


So what do the calculations give for relative energy (zero: lowest compared OMol25 entry of this formula, charge and spin)? Going down the list: 4.5596, 0.6839, 0.9403 eV.